Entry 1:
ORCA calculation (ωB97M-V/def2-TZVPD) on a molecular structure, C38H47CrN10O2PS5 in a non-equilibrium geometry.

The geometry in XYZ format:
```
104
C38H47CrN10O2PS5 | the Open Molecules 2025 dataset | ωB97M-V/def2-TZVPD
Cr -0.9189 0.4460 0.4901
N -1.9136 -1.3955 -0.7050
N -3.1496 -1.6315 -0.0820
C -3.2378 -1.4371 1.2395
N -4.2782 -1.9447 1.8778
N -2.2654 -0.6666 1.7796
N -2.1350 -0.6141 3.1518
O -1.1266 -0.0949 3.5717
O -3.0105 -1.0437 3.8893
H -2.0914 -1.3587 -1.7024
H -1.3137 -2.2678 -0.4936
H -3.7117 -2.3784 -0.4679
H -4.9154 -2.5762 1.4217
H -4.3210 -1.8053 2.8759
C 0.2326 -2.7611 3.4005
C 1.6959 -2.4340 3.3105
C 2.6189 -3.3116 3.8777
C 3.9786 -3.0648 3.8460
C 4.4512 -1.9142 3.2312
C 3.5556 -1.0385 2.6484
C 2.1766 -1.2821 2.6822
P 1.1425 -0.0329 1.8051
C 2.2968 0.3917 0.4283
C 2.3891 1.8617 0.1527
C 3.3106 2.3637 -0.9747
C 3.6604 1.3357 -2.0624
C 3.0096 -0.0470 -1.8913
C 2.5942 -0.5047 -0.5251
C 2.3765 -1.9799 -0.3762
C 1.1759 1.4650 2.8509
C 2.1669 1.7135 3.7994
C 2.1560 2.8862 4.5344
C 1.1410 3.8109 4.3393
C 0.1409 3.5547 3.4180
C 0.1346 2.3814 2.6653
C -0.9994 2.1305 1.7045
H 0.0888 -3.8095 3.6533
H -0.2694 -2.5664 2.4509
H -0.2351 -2.1576 4.1799
H 2.2532 -4.2130 4.3540
H 4.6701 -3.7706 4.2867
H 5.5117 -1.7045 3.1908
H 3.9350 -0.1620 2.1434
H 2.4952 2.4402 1.0670
H 4.1045 3.0470 -0.6892
H 4.6819 1.3410 -2.4336
H 3.5500 -0.8287 -2.4214
H 2.1297 -2.4384 -1.3352
H 1.5719 -2.1996 0.3211
H 3.2763 -2.4757 -0.0020
H 2.9441 0.9864 3.9808
H 2.9333 3.0714 5.2634
H 1.1206 4.7263 4.9161
H -0.6588 4.2739 3.2822
H -1.1375 3.0295 1.0950
H -1.9215 2.0424 2.2949
C 1.8641 -6.2927 0.7830
S 2.1953 -5.8230 -0.9353
C 0.6452 -5.4210 -1.6735
C -0.4099 -4.6994 -1.2195
S -0.6955 -3.9730 0.3123
S -1.6692 -4.4191 -2.4320
C -0.9135 -5.1887 -3.7966
S -1.5672 -5.2464 -5.2893
S 0.5982 -5.9192 -3.3610
H 2.8473 -6.4316 1.2305
H 1.2998 -7.2216 0.8162
H 1.3306 -5.5035 1.2965
C 2.5741 2.3698 -4.3171
C 2.4521 1.8227 -2.9176
C 2.0793 2.8226 -1.8034
C 1.1397 2.3131 -0.6913
N 0.2483 1.1923 -0.9460
C 0.5215 0.4136 -1.9287
C 1.7527 0.4565 -2.7490
H 3.2480 3.2272 -4.3286
H 1.5969 2.6915 -4.6860
H 2.9686 1.6154 -4.9993
H 1.9218 3.8521 -2.1183
H 0.5695 3.1111 -0.2225
H -0.1300 -0.4442 -2.0741
H 1.6228 -0.0954 -3.6782
C -2.7008 1.0902 -2.6088
N -2.5012 1.7269 -1.2813
C -3.8429 1.8598 -0.6550
N -4.7725 2.6082 -1.4814
C -4.9078 1.9322 -2.7725
N -3.6157 1.8286 -3.4578
C -3.0868 3.1787 -3.6619
N -2.9200 3.8728 -2.3852
C -2.0100 3.1069 -1.5561
C -4.2219 3.9449 -1.7162
H -3.1162 0.0904 -2.4654
H -1.7339 1.0214 -3.1141
H -3.7291 2.3710 0.3042
H -4.2485 0.8588 -0.4843
H -5.6012 2.4906 -3.4011
H -5.3072 0.9284 -2.6108
H -3.7719 3.7426 -4.2949
H -2.1178 3.1101 -4.1621
H -1.8802 3.6323 -0.6090
H -1.0490 3.0379 -2.0689
H -4.9122 4.5139 -2.3390
H -4.1037 4.4562 -0.7587
```

Its spin multiplicity is 4. Its total charge is +1. Its HOMO-LUMO gap (spin up / spin down) is 4.97 / 5.58 eV. Its strongest force on any atom is 1.6 eV/A.

Mulliken population analysis, charges in e, atoms 1 to 99:
1. Cr 0.64
2. N 0.41
3. N -0.28
4. C -0.16
5. N -0.24
6. N 1.04
7. N 0.47
8. O -0.31
9. O -0.87
10. H 0.51
11. H -1.39
12. H 0.28
13. H 0.19
14. H 0.26
15. C -0.64
16. C 0.83
17. C -0.86
18. C -0.88
19. C -1.01
20. C -0.73
21. C 0.68
22. P 2.78
23. C -0.87
24. C -0.42
25. C -0.68
26. C -0.53
27. C -0.73
28. C 0.80
29. C -0.91
30. C -0.18
31. C -0.47
32. C -0.86
33. C -0.93
34. C -0.47
35. C 0.23
36. C -1.83
37. H 0.51
38. H -0.76
39. H 0.36
40. H 0.48
41. H 0.44
42. H 0.46
43. H 0.56
44. H 0.89
45. H 0.34
46. H 0.50
47. H 0.89
48. H 0.60
49. H -0.66
50. H 0.14
51. H 0.46
52. H 0.44
53. H 0.43
54. H 0.55
55. H 0.61
56. H 0.99
57. C -0.41
58. S -0.10
59. C 0.04
60. C 0.15
61. S -0.51
62. S -0.02
63. C 0.01
64. S -0.22
65. S -0.12
66. H 0.36
67. H 0.32
68. H -0.15
69. C -1.42
70. C 0.69
71. C -1.15
72. C -1.41
73. N 1.93
74. C -1.11
75. C -1.01
76. H 0.42
77. H 0.30
78. H 0.39
79. H 0.54
80. H 1.28
81. H 0.40
82. H 0.71
83. C -1.18
84. N 1.69
85. C -0.65
86. N 0.07
87. C -0.70
88. N 0.07
89. C -0.65
90. N 0.09
91. C -1.09
92. C -0.67
93. H 0.42
94. H 0.06
95. H 0.01
96. H 0.17
97. H 0.33
98. H 0.33
99. H 0.36



Entry 2:
ORCA calculation (ωB97M-V/def2-TZVPD) on a molecular structure, C38H47N3NaO3P2SSe2Si.

The geometry in XYZ format:
```
98
C38H47N3NaO3P2SSe2Si | the Open Molecules 2025 dataset | ωB97M-V/def2-TZVPD
Na -0.4664 -0.3238 -1.8315
Se 6.0954 -1.2171 -2.2622
P 4.8708 -1.0431 -0.5656
C 5.2197 -2.3382 0.6702
C 6.2185 -2.1743 1.6261
C 6.5337 -3.2136 2.4917
C 5.8522 -4.4204 2.4070
C 4.8552 -4.5885 1.4548
C 4.5392 -3.5524 0.5872
C 5.1768 0.5206 0.3232
C 5.9466 1.5191 -0.2646
C 6.1992 2.6992 0.4253
C 5.6959 2.8836 1.7068
C 4.9337 1.8866 2.3014
C 4.6773 0.7162 1.6050
C 3.0957 -1.2518 -0.8841
C 1.8882 -1.3898 -0.1696
N 0.9652 -1.7997 -1.0654
N 1.5451 -1.9019 -2.2538
N 2.8255 -1.5944 -2.1678
P 1.1632 -1.1501 1.4684
Se -0.9462 -1.1173 1.4578
C 1.8341 -2.4778 2.5354
C 1.1309 -3.6817 2.5549
C 1.6075 -4.7623 3.2834
C 2.7820 -4.6482 4.0173
C 3.4823 -3.4519 4.0113
C 3.0151 -2.3760 3.2677
C 1.7575 0.4397 2.0923
C 1.9070 1.4908 1.1915
C 2.1719 2.7698 1.6564
C 2.2952 3.0012 3.0195
C 2.1452 1.9539 3.9209
C 1.8685 0.6746 3.4603
H 6.7568 -1.2361 1.6863
H 7.3137 -3.0807 3.2320
H 6.0938 -5.2293 3.0876
H 4.3156 -5.5259 1.3916
H 3.7653 -3.6855 -0.1597
H 6.3421 1.3558 -1.2592
H 6.7949 3.4751 -0.0407
H 5.8959 3.8041 2.2430
H 4.5287 2.0229 3.2973
H 4.0920 -0.0635 2.0626
H 0.2042 -3.7564 1.9986
H 1.0531 -5.6929 3.2853
H 3.1510 -5.4901 4.5916
H 4.4010 -3.3525 4.5777
H 3.5735 -1.4530 3.2912
H 1.7993 1.3163 0.1284
H 2.2749 3.5850 0.9511
H 2.4998 4.0014 3.3819
H 2.2267 2.1378 4.9855
H 1.7144 -0.1358 4.1622
C -3.4287 -2.6510 -2.4391
C -4.0717 -1.4290 -1.7964
C -4.2988 -1.6908 -0.3086
C -5.3952 -1.1029 -2.4860
O -3.1355 -0.3588 -1.9842
Si -3.3014 1.2987 -1.8430
S -1.4125 2.0935 -1.9461
O -4.1666 1.4878 -0.4510
C -4.6883 2.6248 0.2374
C -4.1042 3.9386 -0.2746
C -4.3386 2.4328 1.7057
C -6.1986 2.6093 0.0303
O -4.3715 1.8577 -2.9862
C -4.2116 2.1402 -4.3795
C -3.6644 3.5544 -4.5409
C -5.6067 2.0466 -4.9850
C -3.2858 1.1294 -5.0529
H -4.0590 -3.5342 -2.3065
H -2.4587 -2.8446 -1.9738
H -3.2768 -2.4824 -3.5086
H -5.0798 -2.4461 -0.1826
H -4.6001 -0.7724 0.1952
H -3.3815 -2.0579 0.1558
H -6.0833 -1.9454 -2.3837
H -5.2376 -0.9063 -3.5490
H -5.8531 -0.2168 -2.0400
H -3.0142 3.9194 -0.2305
H -4.4772 4.7646 0.3359
H -4.3945 4.1104 -1.3152
H -3.2542 2.3584 1.8134
H -4.7825 1.5064 2.0778
H -4.7030 3.2687 2.3091
H -6.4145 2.6497 -1.0402
H -6.6707 3.4650 0.5221
H -6.6246 1.6882 0.4364
H -4.3694 4.2789 -4.1218
H -3.5128 3.7853 -5.6001
H -2.7131 3.6423 -4.0139
H -6.2868 2.7029 -4.4369
H -5.9834 1.0229 -4.9112
H -5.5953 2.3455 -6.0370
H -2.2682 1.2351 -4.6711
H -3.2776 1.2935 -6.1339
H -3.6260 0.1096 -4.8552
```

Its spin multiplicity is 1. Its total charge is -1. Its HOMO-LUMO gap is 7.30 eV. Its strongest force on any atom is 0.9 eV/A.

Partial atomic charges computed with the Mulliken method, in multiples of e:
1. Na 0.59
2. Se -0.51
3. P 0.58
4. C 0.31
5. C -0.07
6. C -0.68
7. C -0.65
8. C -0.36
9. C -0.38
10. C 0.09
11. C -0.77
12. C -0.75
13. C -0.78
14. C -0.82
15. C 0.60
16. C 0.52
17. C 0.45
18. N -0.09
19. N -1.05
20. N -0.19
21. P 0.64
22. Se -0.27
23. C 0.67
24. C -0.89
25. C -0.79
26. C -0.64
27. C -0.89
28. C 0.43
29. C -0.13
30. C -0.48
31. C -0.88
32. C -0.47
33. C -1.06
34. C 0.38
35. H 0.41
36. H 0.41
37. H 0.40
38. H 0.41
39. H 0.41
40. H 0.29
41. H 0.38
42. H 0.41
43. H 0.75
44. H -0.10
45. H 0.40
46. H 0.41
47. H 0.38
48. H 0.46
49. H 0.09
50. H 0.55
51. H 0.52
52. H 0.39
53. H 0.41
54. H 0.59
55. C -1.87
56. C 1.74
57. C -1.27
58. C -1.40
59. O -0.24
60. Si 0.17
61. S -0.82
62. O 0.53
63. C 1.62
64. C -1.50
65. C -1.71
66. C -1.62
67. O -0.08
68. C 1.69
69. C -1.66
70. C -1.66
71. C -1.33
72. H 0.40
73. H 0.31
74. H 0.39
75. H 0.42
76. H 0.04
77. H 0.19
78. H 0.59
79. H 0.20
80. H 0.16
81. H 0.27
82. H 0.53
83. H 0.19
84. H 0.35
85. H 0.32
86. H 0.42
87. H 0.21
88. H 0.45
89. H 0.30
90. H 0.34
91. H 0.48
92. H 0.24
93. H 0.32
94. H 0.33
95. H 0.40
96. H 0.20
97. H 0.54
98. H 0.20



> spin multiplicity of number 2 (C38H47N3NaO3P2SSe2Si)?

1



> Which value of strongest force on any atom does entry 1 give?

1.6 eV/A